1.
Entry from OMol25: C8H19AuGeSe2Te2 as an isolated structure (the ωB97M-V functional and the def2-TZVPD basis).

Total charge ... 0
Frontier orbital gap ... 6.00 eV
Highest occupied orbital energy ... -7.6 eV

Last column: natural (NBO) charge in e.
Element x y z (Å)
Au  2.836  -1.973  1.569  0.461
Se  3.406  0.259  2.373  -0.309
Te  3.911  -0.943  4.513  0.119
Te  5.485  -2.869  3.452  0.116
Se  3.694  -4.203  2.246  -0.597
C  -1.465  3.545  0.674  -0.601
C  -0.529  2.425  1.111  -0.398
C  -1.151  1.049  0.903  -0.403
C  -0.272  -0.107  1.389  -0.827
Ge  1.357  -0.410  0.325  1.043
C  1.186  -1.450  -1.351  -0.809
C  0.053  -0.895  -2.224  -0.407
C  -1.320  -1.439  -1.850  -0.397
C  -2.434  -0.822  -2.685  -0.603
H  -1.011  4.525  0.822  0.213
H  -2.398  3.519  1.241  0.202
H  -1.719  3.451  -0.385  0.200
H  -0.273  2.544  2.169  0.199
H  0.413  2.499  0.562  0.199
H  -1.415  0.925  -0.153  0.193
H  -2.101  1.012  1.449  0.208
H  -0.832  -1.045  1.406  0.233
H  0.054  0.075  2.415  0.241
H  2.034  0.913  -0.044  -0.167
H  1.035  -2.511  -1.149  0.232
H  2.153  -1.357  -1.847  0.238
H  0.256  -1.151  -3.269  0.212
H  0.036  0.202  -2.189  0.194
H  -1.517  -1.264  -0.789  0.194
H  -1.314  -2.526  -1.980  0.201
H  -2.467  0.262  -2.551  0.200
H  -3.410  -1.222  -2.406  0.213
H  -2.282  -1.019  -3.748  0.205

=====

2.
Entry from OMol25: a 2-piece molecular cluster, C8H19BNS overall (the ωB97M-V functional and the def2-TZVPD basis).

Total charge ... -1
Frontier orbital gap ... 5.99 eV
Highest occupied orbital energy ... -3.5 eV

Last column: natural (NBO) charge in e.
Element x y z (Å)
C  -0.880  5.245  0.787  -0.865
B  -1.918  4.319  -0.139  -0.152
C  -1.887  2.718  0.360  -0.729
S  -1.683  1.524  -1.080  0.082
C  0.181  1.276  -1.094  -0.524
C  0.525  0.474  0.263  -0.650
H  0.001  4.648  1.186  0.169
H  -1.440  5.722  1.657  0.179
H  -0.441  6.062  0.119  0.188
H  -1.599  4.344  -1.305  -0.072
H  -3.042  4.755  -0.071  -0.080
H  -2.811  2.458  0.964  0.203
H  -0.999  2.646  1.067  0.192
H  0.521  0.730  -2.019  0.215
H  0.599  2.335  -1.064  0.220
H  -0.404  -0.086  0.576  0.212
H  1.419  -0.202  0.124  0.204
H  0.737  1.248  1.069  0.207
C  2.041  -4.936  0.593  -0.612
C  0.613  -4.410  0.499  -0.383
C  0.253  -3.913  -0.903  -0.501
C  1.157  -2.791  -1.296  0.292
N  1.861  -1.919  -1.598  -0.335
H  2.773  -4.153  0.381  0.220
H  2.244  -5.305  1.601  0.211
H  2.203  -5.759  -0.109  0.197
H  0.485  -3.599  1.221  0.218
H  -0.080  -5.207  0.783  0.202
H  -0.780  -3.560  -0.924  0.257
H  0.349  -4.721  -1.634  0.234

=====

3.
Entry from OMol25: C8H19BO5 in the gas phase (the ωB97M-V functional and the def2-TZVPD basis).

Total charge ... 0
Structure (SMILES) ... CCCCOCCOCCOB(O)O
Frontier orbital gap ... 9.78 eV
Energy above the lowest of the compared OMol25 structures with the same formula, charge and spin ... 0.0 kJ/mol
Highest occupied orbital energy ... -9.3 eV

Last column: natural (NBO) charge in e.
Element x y z (Å)
C  0.640  2.334  -2.772  -0.608
C  -0.486  1.254  -2.739  -0.396
C  -0.242  0.124  -1.782  -0.451
C  -1.453  -0.705  -1.429  -0.095
O  -1.182  -2.119  -1.276  -0.531
C  -0.395  -2.301  -0.119  -0.108
C  -1.077  -1.692  1.112  -0.110
O  -1.041  -0.249  1.141  -0.560
C  -0.802  0.237  2.452  -0.120
C  0.232  1.354  2.278  -0.085
O  1.241  1.050  1.364  -0.716
B  1.845  -0.178  1.603  1.266
O  2.610  -0.862  0.607  -0.906
O  1.585  -0.882  2.834  -0.922
H  1.477  2.070  -3.379  0.200
H  0.246  3.402  -3.031  0.209
H  1.149  2.471  -1.786  0.204
H  -1.354  1.844  -2.402  0.189
H  -0.786  0.963  -3.720  0.203
H  0.171  0.519  -0.843  0.215
H  0.529  -0.490  -2.242  0.197
H  -2.208  -0.569  -2.228  0.180
H  -1.782  -0.239  -0.527  0.210
H  0.572  -1.882  -0.404  0.188
H  -0.213  -3.403  -0.080  0.202
H  -0.598  -2.139  1.965  0.194
H  -2.127  -1.972  1.160  0.191
H  -0.320  -0.499  3.143  0.212
H  -1.621  0.504  3.097  0.184
H  -0.211  2.397  2.154  0.192
H  0.763  1.491  3.239  0.179
H  2.550  -0.303  -0.156  0.497
H  2.287  -1.528  2.769  0.494

=====

4.
Entry from OMol25: a 2-piece molecular cluster, C8H19BrN4 overall (the ωB97M-V functional and the def2-TZVPD basis).

2S+1 ... 3
Total charge ... +2
⟨S²⟩ ... 2.03
Frontier orbital gap (alpha / beta) ... 5.40 / 8.93 eV
Highest occupied orbital energy (alpha / beta) ... -13.8 / -17.0 eV

Last column: natural (NBO) charge in e.
Element x y z (Å)
C  5.134  -2.736  2.476  -0.618
C  4.197  -1.552  2.513  -0.530
C  4.231  -0.791  1.291  0.076
C  -3.155  0.584  -1.885  0.316
C  -0.754  0.734  -1.863  -0.102
C  -6.339  0.488  -0.594  -0.633
C  3.969  0.637  1.221  -0.343
C  -5.592  0.714  -1.856  -0.229
N  -1.966  1.213  -1.715  -0.527
N  -4.260  1.224  -1.620  -0.461
N  2.140  1.000  -0.401  -0.232
N  2.602  0.737  0.734  -0.125
Br  -0.458  -0.862  -2.787  0.180
H  6.100  -2.353  2.144  0.225
H  5.152  -3.268  3.535  0.263
H  3.151  -1.856  2.705  0.263
H  4.474  -0.968  3.420  0.245
H  4.327  -1.497  0.422  0.230
H  -3.350  -0.462  -2.076  0.249
H  -0.094  1.517  -1.620  0.214
H  -7.421  0.689  -0.761  0.253
H  -6.379  -0.569  -0.223  0.239
H  -6.024  1.159  0.133  0.217
H  4.545  1.153  0.366  0.253
H  4.156  1.052  2.183  0.269
H  -5.577  -0.183  -2.366  0.223
H  -6.039  1.407  -2.468  0.225
H  -2.185  2.191  -1.468  0.427
H  -4.168  2.250  -1.385  0.409
H  4.976  -3.531  1.646  0.233
H  2.731  1.583  -1.046  0.372
H  1.876  0.296  1.347  0.421

=====

5.
Entry from OMol25: C8H19Cl10N3O6 as an isolated structure (the ωB97M-V functional and the def2-TZVPD basis).

Total charge ... 0
Frontier orbital gap ... 6.37 eV
Energy above the lowest of the compared OMol25 structures with the same formula, charge and spin ... 2962.4 kJ/mol
Highest occupied orbital energy ... -7.9 eV

Last column: natural (NBO) charge in e.
Element x y z (Å)
C  -1.552  2.302  -1.489  -0.503
N  -0.871  3.476  -2.232  0.524
O  -0.756  4.537  -1.654  -0.393
O  -0.308  3.249  -3.297  -0.416
H  -1.391  2.299  -0.411  0.307
H  -1.052  1.363  -1.728  0.174
H  -2.608  2.215  -1.743  0.247
C  0.765  0.130  0.150  -0.607
N  -0.721  0.206  0.019  0.490
O  -1.233  1.302  0.164  -0.416
O  -1.320  -0.817  -0.284  -0.415
H  0.926  0.238  1.223  0.202
H  1.137  1.053  -0.294  0.223
H  1.323  -0.730  -0.222  0.295
C  -3.184  0.207  0.817  -0.540
N  -4.450  0.492  1.558  0.524
O  -4.300  1.232  2.549  -0.408
O  -5.507  0.050  1.089  -0.378
H  -3.461  -0.254  -0.131  0.243
H  -2.445  -0.380  1.362  0.230
H  -2.700  1.169  0.648  0.234
C  0.617  -1.326  3.402  -0.423
Cl  2.064  -2.308  3.726  -0.029
Cl  0.192  -1.460  1.710  -0.004
H  -0.268  -1.679  3.932  0.244
H  0.825  -0.263  3.522  0.232
C  1.866  -0.759  -3.421  -0.443
Cl  0.972  -0.782  -1.902  0.063
Cl  2.685  -2.257  -3.643  0.024
H  1.378  -0.354  -4.308  0.258
H  2.593  0.042  -3.282  0.227
C  -1.888  -0.775  -2.094  -0.368
Cl  -2.320  -0.478  -3.810  -0.080
Cl  -2.657  0.593  -1.193  0.101
H  -2.293  -1.696  -1.674  0.231
H  -0.800  -0.822  -2.051  0.204
C  3.295  -2.012  -0.514  -0.424
Cl  3.040  -0.360  0.165  0.012
Cl  1.990  -3.095  0.063  -0.021
H  3.369  -2.005  -1.601  0.231
H  4.224  -2.402  -0.096  0.233
C  3.101  0.119  3.381  -0.439
Cl  2.248  0.262  4.976  -0.025
Cl  2.094  0.372  1.966  0.100
H  3.797  0.958  3.369  0.237
H  3.586  -0.853  3.284  0.242

=====

6.
Entry from OMol25: a 2-piece molecular cluster, C8H19F3O3P overall (the ωB97M-V functional and the def2-TZVPD basis).

Total charge ... -1
Frontier orbital gap ... 5.26 eV
Highest occupied orbital energy ... -2.7 eV

Last column: natural (NBO) charge in e.
Element x y z (Å)
O  -3.853  0.642  0.589  -0.750
C  -3.993  -0.835  0.667  -0.075
C  -2.511  -1.551  0.395  -0.445
C  -2.119  -1.613  -1.195  -0.423
C  -0.544  -1.941  -1.513  -0.734
P  0.233  -3.315  -0.439  0.519
H  -3.472  0.919  1.482  0.461
H  -4.824  -1.253  -0.061  0.177
H  -4.344  -1.099  1.767  0.148
H  -2.489  -2.661  0.832  0.228
H  -1.693  -0.894  0.941  0.210
H  -2.872  -2.324  -1.774  0.187
H  -2.326  -0.523  -1.633  0.185
H  -0.507  -2.338  -2.639  0.192
H  0.125  -0.980  -1.469  0.192
H  0.633  -4.040  -1.652  -0.229
H  1.538  -2.645  -0.532  -0.226
H  0.040  -2.605  0.800  -0.208
H  -1.011  -4.045  -0.330  -0.216
H  0.882  -4.368  0.325  -0.188
C  2.087  4.376  -0.793  -0.639
C  3.171  3.840  0.123  -0.074
O  2.626  2.891  1.053  -0.493
C  2.441  1.618  0.577  0.684
O  2.710  1.271  -0.570  -0.514
C  1.904  0.705  1.677  0.898
F  0.887  1.275  2.386  -0.318
F  2.866  0.380  2.589  -0.317
F  1.417  -0.476  1.201  -0.273
H  1.259  4.790  -0.209  0.213
H  2.484  5.156  -1.448  0.212
H  1.668  3.581  -1.417  0.233
H  3.588  4.661  0.716  0.187
H  4.000  3.399  -0.444  0.198

=====

no.,electronic energy (eV),strongest force on any atom (Eh/bohr)
1,-214092.42462,0.0084
2,-21605.33603,0.0329
3,-19519.26355,0.0661
4,-84585.15536,0.0979
5,-150544.27509,0.3170
6,-32182.75847,0.0631